Entry 1:
C4H7NO in the gas phase. Source: the Open Molecules 2025 dataset; level of theory: wB97M-V/def2-TZVPD.

The energy above the lowest of the compared OMol25 structures with the same formula, charge and spin comes out at 29.8 kcal per mole. As for the frontier orbital gap: 0.397 Ha. Its lowest unoccupied orbital energy is 1.063 eV. The total energy comes out at -7798.352 eV. The calculation puts the highest occupied orbital energy at -9.74 eV.

The geometry in XYZ format:
```
13
Properties=species:S:1:pos:R:3:forces:R:3
H 3.003229 -0.616838 -0.284134 -0.4 -0.2 0.0
H -1.657721 -1.682936 0.143842 -0.1 -0.1 0.1
H 0.218715 1.010155 1.405022 0.0 -0.1 -0.2
C -1.594368 -0.597671 0.169185 0.1 -0.3 0.0
O 1.729719 0.974693 -0.011160 0.1 -0.2 0.0
N 0.937321 -1.134009 -0.362615 -0.1 0.7 0.2
C 0.334289 1.041173 0.310357 -0.4 0.1 0.0
H -1.757815 -0.258170 1.202340 0.2 -0.2 -0.2
C 1.940903 -0.365804 -0.230737 -0.3 0.1 0.1
H -0.161636 1.924596 -0.084747 0.5 0.4 0.1
C -0.229166 -0.173895 -0.383439 0.0 -0.1 -0.1
H -2.428766 -0.195027 -0.425335 0.4 -0.1 0.1
H -0.334706 0.073731 -1.448573 -0.1 -0.1 0.1
```
Positions in Å, forces in eV/Å.

---

Entry 2:
C46H41BF5N15Sr as an isolated structure at a distorted geometry. Source: the Open Molecules 2025 dataset; level of theory: wB97M-V/def2-TZVPD.

The energy above the lowest of the compared OMol25 structures with the same formula, charge and spin comes out at 15.4 kcal per mole. As for the frontier orbital gap: 0.213 Ha. Its lowest unoccupied orbital energy is 3.588 eV. The charge is -2. The total energy comes out at -85824.969 eV. The calculation puts the highest occupied orbital energy at -2.22 eV.

The geometry in XYZ format:
```
109
Properties=species:S:1:pos:R:3:forces:R:3
H 1.734257 0.778633 -0.175766 0.0 0.0 0.0
C -1.896046 -1.036994 5.036625 0.0 0.1 0.0
H 2.106921 -4.330068 2.386373 0.0 0.0 0.0
H -2.001118 -4.222542 0.211824 0.0 0.0 0.0
C -0.575776 4.395879 -2.461914 0.0 0.1 0.0
B 0.070170 -0.236228 2.473799 -0.3 -0.1 0.0
C -3.106335 4.628319 -2.560877 0.0 0.1 0.0
C 1.126719 5.646584 -3.682126 0.0 0.0 0.0
C 0.025793 -3.424533 -1.632490 0.1 -0.1 0.2
N -1.169246 -2.277081 1.666897 0.5 0.0 0.5
C -0.181155 5.242268 -3.494631 0.0 0.0 0.0
H -3.040006 -5.139405 -2.061217 0.0 0.0 0.0
C -0.959130 -3.453521 -2.325203 -0.1 0.1 -0.1
C -1.775449 -4.427105 -4.409348 0.0 0.0 0.0
H -1.531207 -5.438025 -4.078002 0.0 0.0 0.0
H -3.193414 -3.421297 3.973739 0.0 0.0 0.0
C 3.578864 5.587857 -3.089802 0.0 -0.1 0.0
H 1.364888 2.154939 3.939716 0.0 0.0 0.0
N 3.987973 1.293377 -4.070836 -0.2 -0.2 0.0
H 0.504394 3.630981 4.371356 0.0 0.0 0.0
C 3.446675 -0.234198 4.078064 0.0 0.1 0.0
C 3.615148 0.015894 2.700855 0.0 0.0 0.0
H -3.612588 -3.520921 -1.614265 0.0 0.0 -0.1
N -4.069310 5.245669 -2.745780 0.1 0.0 0.0
H -4.712257 2.266406 2.160457 0.0 0.0 0.0
H -3.957381 1.924403 0.606603 0.0 0.0 0.0
C 3.519300 -2.962618 -0.377133 -0.1 0.0 0.0
H 0.124702 -4.306296 0.883064 0.1 0.0 0.0
C -2.068403 -3.162084 2.064583 -0.2 0.1 -0.1
N 5.368759 3.787729 -2.730546 -0.1 -0.1 0.0
C 1.366669 -0.662973 5.519883 0.0 0.0 0.1
C -1.699528 -1.818404 3.777111 0.0 0.1 0.0
H -1.723876 0.027336 4.875732 0.0 0.0 0.0
F 4.452294 -3.493711 1.713873 0.0 0.0 0.0
F 1.391733 6.403159 -4.762402 0.0 0.0 -0.1
N -0.889613 -1.470267 2.748784 0.0 0.1 -0.1
C 1.789258 0.586254 -1.242638 0.1 -0.1 0.1
C 2.178004 -3.963188 1.371474 -0.1 0.0 -0.1
C 3.375118 -3.471810 0.896950 0.1 0.0 0.0
C -2.572997 2.175573 2.216980 -0.1 0.1 -0.2
H 4.200400 -0.286945 4.848446 0.0 0.0 0.0
N -7.128756 -0.390150 1.823003 0.0 -0.1 -0.1
H -0.917493 -4.028017 -4.952915 0.0 0.0 0.0
C -2.135703 -3.531665 -3.215173 0.0 -0.1 0.0
C -2.620277 -4.167056 1.107542 0.0 -0.1 0.0
Sr -1.359089 -0.348056 -0.089993 -0.3 -0.2 -1.4
H 1.875322 -0.136499 -4.957704 0.0 0.0 0.0
N 0.808784 -0.165762 -1.770762 -0.1 0.2 0.2
N -5.905506 -1.807679 0.185170 0.2 0.5 0.1
H 3.831674 1.390654 -5.059156 0.0 0.0 0.0
C 3.980607 6.811196 -3.661319 0.0 0.0 0.0
H 1.970743 -0.327826 6.363604 0.0 0.0 0.0
N 1.496701 -0.241105 3.037434 0.2 0.0 0.0
C 1.768232 4.438042 -1.790377 -0.1 0.0 0.0
H 1.175890 -1.731766 5.643752 0.0 0.0 0.0
C 1.079674 -3.947902 0.527222 0.0 -0.1 0.0
N -1.922764 1.056797 1.936892 0.3 0.2 0.6
H -3.446780 -2.220341 -4.315021 0.0 0.0 0.0
N -2.066294 1.387295 -1.759732 -0.2 0.1 -0.1
C 4.562627 4.614322 -2.875859 0.0 0.1 0.0
H -2.626296 -4.478528 -5.093904 0.0 0.0 0.0
C -2.433723 -2.920671 3.395154 0.0 0.0 -0.1
H -1.756484 -1.715638 -4.360089 0.0 0.0 0.0
H 2.495941 -2.545430 -2.207593 0.0 0.0 0.0
N -3.618235 -1.289158 -0.558900 -0.3 0.0 0.0
H 3.608047 1.688754 -1.462623 0.0 0.0 0.0
C 0.460732 4.030187 -1.606471 0.0 0.0 0.0
C 0.882614 -0.384267 -3.085850 0.0 0.0 0.0
C -3.309313 -4.153910 -2.447543 0.0 0.0 0.0
F 0.196506 3.273815 -0.520103 0.0 -0.1 0.0
H -4.162318 -4.262137 -3.122517 0.0 0.0 0.0
N 4.334591 7.816556 -4.118607 0.0 0.0 0.0
H -3.899473 3.557791 1.260374 0.0 0.0 0.0
H 0.415942 -0.145080 5.572740 0.0 0.1 0.0
C -6.521077 -1.013276 1.055418 -0.1 -0.2 0.0
N 2.451968 0.001013 2.085347 -0.1 0.0 0.1
H 0.305043 -0.296084 1.293240 0.3 -0.1 0.5
H -2.934689 -1.151572 5.346300 0.0 0.0 0.0
C -2.066378 2.523874 -2.017168 0.1 0.2 0.1
C -1.943235 3.873863 -2.311045 0.0 -0.2 0.0
H 4.471667 -2.567062 -0.703419 0.0 0.0 0.0
C 2.089702 -0.377890 4.250864 0.0 -0.1 -0.1
C -1.861841 2.920498 3.168754 0.0 0.0 0.0
H -2.663757 -5.159065 1.562664 0.0 0.0 0.0
C 1.895383 0.079939 -3.896360 0.0 0.0 0.0
F 2.665256 4.070331 -0.855974 0.1 -0.1 0.0
C 4.867424 0.300762 1.937921 0.0 0.0 -0.1
H -2.735372 -1.448221 -2.903885 0.0 0.0 0.0
H -1.266051 -1.377091 5.856291 0.0 0.0 0.0
C 1.181520 -3.444469 -0.769867 0.0 0.0 -0.1
F -1.090940 5.639022 -4.401223 -0.1 0.0 -0.1
C 2.930888 0.836244 -3.331387 0.1 0.1 0.0
H -3.631603 -3.895626 0.797623 0.0 0.0 0.0
C -4.712861 -1.451047 -0.183989 -0.1 -0.5 0.1
C -3.855885 2.501249 1.525441 0.0 0.0 0.0
C -2.532446 -2.139662 -3.721000 0.0 0.0 -0.1
H 5.256616 1.294770 2.167647 0.0 0.0 0.0
H 0.290710 2.178093 5.343165 0.0 0.0 0.0
N -0.781918 1.051673 2.707991 -0.2 0.0 -0.1
C 2.174896 5.243467 -2.856367 0.0 0.0 0.1
C 2.412327 -2.952644 -1.209453 0.0 0.0 0.0
H -2.110524 3.891428 3.565355 0.0 0.0 0.0
C 0.424326 2.545463 4.323128 0.0 0.0 0.0
H 4.663370 0.264486 0.868005 0.0 0.0 0.0
H 4.535313 2.036257 -3.654193 0.2 0.2 0.0
H 5.647679 -0.427334 2.164597 0.0 0.0 0.0
C 2.857574 1.084457 -1.955568 -0.1 0.0 0.0
H 0.083711 -0.976112 -3.516344 0.0 0.0 0.0
C -0.726148 2.182475 3.438650 0.3 -0.1 0.0
```
Positions in Å, forces in eV/Å.

---

Entry 3:
C30H48GaP2 as an isolated structure at a distorted geometry. Source: the Open Molecules 2025 dataset; level of theory: wB97M-V/def2-TZVPD.

The energy above the lowest of the compared OMol25 structures with the same formula, charge and spin comes out at 125.4 kcal per mole. As for the frontier orbital gap (alpha / beta): 0.129 / 0.079 Ha. Its lowest unoccupied orbital energy (alpha / beta) is -5.622 / -6.185 eV. The charge is +1. The total energy comes out at -102829.940 eV. The calculation puts the highest occupied orbital energy (alpha / beta) at -9.12 / -8.34 eV.

The geometry in XYZ format:
```
81
Properties=species:S:1:pos:R:3:forces:R:3
C -1.939559 -3.240878 2.193589 -0.8 -0.1 -0.2
H -2.791742 -2.574530 2.412454 0.3 -0.3 -0.1
H -0.822174 3.123630 -4.776665 0.1 0.0 0.1
C 0.924261 -3.922721 1.046367 0.1 -0.2 -0.8
H -0.391671 0.950725 2.884021 -0.1 0.4 -0.1
H -1.869155 -2.451049 -1.866897 -0.1 -0.1 0.0
C 1.580120 -2.234302 2.878641 0.0 -0.1 -0.4
C 3.045008 -2.334854 2.748700 0.7 0.1 0.0
H -4.830317 -0.592844 -0.769346 0.1 0.3 -0.2
H 4.669734 -0.719756 0.280657 0.3 -0.1 -0.1
H 3.444837 -3.133321 3.404655 -0.1 0.3 -0.2
H -4.418728 1.152115 -0.748190 0.0 -0.4 -0.2
H 2.507837 -0.888622 5.087249 -0.1 0.1 0.0
Ga -0.555426 1.236035 -1.866741 0.7 -1.3 3.2
C -1.626978 4.076550 3.446480 -0.4 -0.1 0.2
H 5.607557 1.818062 -0.663868 -0.1 0.4 0.0
C -0.502619 -1.665901 3.653180 -0.8 -0.7 -0.5
C -4.346011 0.219668 -1.328590 -0.8 0.3 -0.1
H 0.514729 -1.071233 -2.540940 0.7 0.0 -0.6
H 1.067534 -4.934393 1.447196 0.0 0.1 0.1
H -2.108425 2.364251 -3.145231 -0.4 -0.3 -1.0
H -1.194230 4.048295 0.040692 0.0 0.2 0.3
C -2.241395 0.215041 -3.475095 -1.4 -0.3 -1.2
H -1.857632 -1.922026 -3.857949 0.1 0.3 -0.1
C -0.669404 -2.633181 2.612703 0.2 0.7 0.5
H -1.549029 -1.789681 -0.266740 -0.3 0.1 -0.3
C 3.744948 -0.651645 -0.283109 -0.5 -0.8 0.1
C 0.881191 -1.446615 3.830747 0.4 0.2 0.0
C -1.613611 4.546921 2.132362 0.2 0.0 -0.3
C -0.122345 1.454727 0.291280 -0.1 0.1 -0.6
C -0.757653 1.964479 2.676297 0.4 0.1 -0.2
P 3.994454 0.432707 -1.731282 -0.7 1.5 0.2
H 4.150077 1.996958 0.292764 -0.4 -0.1 0.1
H 2.085445 2.056246 -1.897433 0.5 -0.2 0.5
C 4.517171 1.933605 -0.723231 0.7 -0.3 -1.1
H -4.878682 0.379312 -2.274816 -0.1 -0.1 0.2
C 1.471107 0.730293 -3.444552 1.7 -0.4 -0.5
H 1.638277 0.446039 -1.231439 0.4 0.6 -1.0
H -1.314283 -0.999367 5.515729 -0.1 0.0 -0.4
H -2.127987 -4.190204 2.728834 0.1 0.3 -0.1
H -3.212878 -2.281667 -0.690601 0.1 -0.1 -0.1
H 0.117477 -3.979498 0.314262 0.0 -0.1 0.0
C -0.225402 -0.742102 -4.605900 0.6 0.1 -0.1
C 0.939714 2.052121 -4.197233 0.1 -0.5 -0.2
H -1.260407 2.369565 4.745518 0.0 0.3 -0.5
C 2.202642 0.975415 -2.058130 -0.9 -0.2 -0.1
H 2.236271 0.255106 -4.108367 -0.3 0.5 0.1
H -1.957780 -3.469375 1.116510 0.1 0.0 0.4
H 0.242707 -1.622582 -5.107209 -0.1 0.0 1.1
H 1.551630 0.478102 4.495780 -0.1 -0.1 0.0
C -1.172057 3.727106 1.082637 0.5 -1.0 0.4
H 3.484732 -1.635613 -0.677913 0.2 -0.2 0.2
C -1.683734 -0.950173 -4.345312 -1.2 0.2 -0.2
H 4.267451 2.843990 -1.287554 0.3 -0.2 0.3
H -0.495976 0.457936 0.594599 0.3 0.1 -0.2
H 0.901363 -0.565411 5.767985 0.1 0.1 -0.2
C -1.428037 1.559265 -3.495486 -2.5 1.7 0.1
H -1.795722 -0.023421 4.118986 0.1 -0.2 0.1
C -0.678519 2.421635 1.345663 -0.9 0.5 -0.2
H -0.034499 -0.013891 -5.409393 -0.3 -0.1 0.6
H -2.285336 -0.983504 -5.260753 0.2 -0.1 0.0
C -2.296132 -1.827682 -1.079330 0.2 -0.9 0.2
H 3.542920 -1.394282 3.051409 -0.2 -0.4 -0.2
H -2.052377 4.688705 4.256933 0.4 -0.2 -0.5
C -0.563609 2.069248 -4.632535 0.4 0.5 0.1
C -1.590653 -1.053306 4.448471 -0.2 0.0 0.3
H -0.776388 1.637490 -5.626065 0.2 0.0 0.6
H 3.357838 -2.571069 1.717798 -0.1 0.1 0.4
H -1.924410 5.577231 1.914975 0.0 -0.5 0.1
H 2.960536 -0.395056 0.441526 0.0 0.4 -0.3
H 1.539856 2.259826 -5.076026 0.4 -0.2 -0.2
H -2.522474 -1.619463 4.350134 0.2 0.1 0.1
C 0.622169 -2.947915 2.090659 0.1 0.3 1.0
C 0.356798 -0.260025 -3.274703 0.7 -0.8 1.3
C -1.216526 2.767801 3.720335 0.0 0.0 -0.2
P -2.623803 -0.170257 -1.680451 1.7 1.6 0.0
H 0.968543 1.450149 0.423578 -0.2 0.0 -0.1
H 1.103847 2.946615 -3.587094 -0.1 -0.1 0.3
H 1.839576 -3.658139 0.512328 0.0 -0.1 0.1
C 1.493896 -0.560720 4.846122 0.1 -0.1 0.3
H -3.248453 0.439343 -3.868599 0.2 0.0 0.0
```
Positions in Å, forces in eV/Å.

---

Entry 4:
C10H16N4O3PdS4 as an isolated structure at a distorted geometry. Source: the Open Molecules 2025 dataset; level of theory: wB97M-V/def2-TZVPD.

The energy above the lowest of the compared OMol25 structures with the same formula, charge and spin comes out at 11.4 kcal per mole. As for the frontier orbital gap (alpha / beta): 0.222 / 0.224 Ha. Its lowest unoccupied orbital energy (alpha / beta) is 4.804 / 4.815 eV. The charge is -2. The total energy comes out at -69555.228 eV. The calculation puts the highest occupied orbital energy (alpha / beta) at -1.24 / -1.29 eV.

The geometry in XYZ format:
```
38
Properties=species:S:1:pos:R:3:forces:R:3
H -1.656019 1.179277 -1.767599 0.0 0.0 0.0
N -2.788180 -4.516214 -3.047467 0.0 0.1 0.0
N -6.158631 -2.595310 -1.230969 0.0 0.0 0.0
O -0.107506 0.668527 2.730303 -0.5 -0.6 -0.7
H 2.987353 -1.336994 1.239332 0.0 0.0 0.1
H 2.725293 -1.948782 -1.050015 0.0 0.0 0.0
C -3.589728 -2.704207 -1.393429 0.1 -0.2 -0.2
C 2.755733 -0.899325 -1.345759 -0.2 0.0 0.1
C -2.704575 -1.877698 -0.690409 -0.4 0.2 0.0
C -0.620592 1.495628 -1.635227 -0.2 -0.2 0.0
H 3.099287 1.827734 -0.301123 0.0 0.1 -0.1
C 2.168789 1.318302 -0.604317 -0.2 0.0 -0.1
H 4.087229 -0.001109 0.787185 0.0 0.0 0.0
S -0.303908 -2.186448 2.825089 0.0 0.4 -0.7
O -0.831201 -0.248739 4.868006 0.1 0.1 -0.1
H -0.474901 2.475064 -2.125871 0.0 0.0 0.0
H 3.797161 -0.637415 -1.614774 0.0 0.0 0.0
H 2.629939 0.293506 1.772784 -0.1 0.0 0.1
H 1.068183 3.114146 -0.359910 0.0 0.1 0.1
H 0.006280 0.745634 -2.116496 0.0 0.0 0.0
H 2.123677 -0.788869 -2.228803 0.0 0.0 0.0
H 2.094021 1.421130 -1.690198 0.0 -0.1 0.0
S 0.101508 -0.412798 3.765759 0.6 -0.1 1.6
N -0.331763 1.562405 -0.215210 0.2 -0.1 0.1
H -1.120200 2.382000 1.539790 0.0 0.0 0.0
C 1.010624 2.083840 0.039068 0.1 -0.1 0.1
O 1.503812 -0.428783 4.176593 -0.2 0.1 -0.1
H -1.253198 3.449446 0.108704 0.0 0.0 0.0
S -3.209376 -0.723371 0.462746 -0.5 0.0 -0.2
N 2.246535 -0.086572 -0.262091 0.1 0.0 0.1
C -5.003459 -2.624173 -1.270307 0.0 0.1 0.0
S -0.998350 -1.960283 -0.936615 0.2 0.2 0.9
H 1.146773 2.123837 1.120277 0.0 0.0 0.0
H -2.304400 2.012028 0.282251 0.0 0.0 0.0
C -1.306115 2.405746 0.468546 -0.1 0.1 -0.1
C 3.029072 -0.290346 0.946341 -0.2 0.0 -0.1
Pd -0.696566 -0.594928 1.057331 0.7 0.0 -0.8
C -3.122594 -3.695899 -2.303528 0.0 0.0 0.0
```
Positions in Å, forces in eV/Å.